1.
This record from OMol25 describes C22H22N4O6S in the gas phase in a non-equilibrium geometry. The level of theory is ωB97M-V/def2-TZVPD.

As for the multiplicity: 1. The total energy comes out at -1920.228615 Ha. As for the SMILES: Cn1nc(C(=O)OCC(=O)Nc2cccc(S(=O)(=O)N3CCCC3)c2)c2ccccc2c1=O. The calculation puts the LUMO energy at -0.02 eV. The value obtained for the gap between HOMO and LUMO is 8.74 eV.

Atoms and positions in Å:
C (-4.290, -3.271, -1.726)
N (-3.399, -2.571, -0.829)
N (-3.639, -1.289, -0.662)
C (-2.926, -0.585, 0.162)
C (-1.816, -1.139, 0.901)
C (-0.994, -0.410, 1.768)
C (0.082, -1.019, 2.373)
C (0.371, -2.360, 2.131)
C (-0.430, -3.097, 1.291)
C (-1.528, -2.499, 0.670)
C (-2.373, -3.291, -0.222)
O (-2.248, -4.476, -0.459)
H (-0.235, -4.138, 1.082)
H (1.233, -2.808, 2.599)
H (0.721, -0.450, 3.031)
H (-1.214, 0.628, 1.964)
C (-3.250, 0.860, 0.244)
O (-3.147, 1.550, 1.224)
O (-3.593, 1.354, -0.966)
C (-3.676, 2.771, -1.030)
H (-3.971, 3.013, -2.053)
H (-4.422, 3.156, -0.327)
C (-2.328, 3.425, -0.681)
O (-2.242, 4.539, -0.234)
N (-1.278, 2.595, -0.954)
C (-0.028, 2.575, -0.334)
C (0.507, 3.674, 0.332)
C (1.720, 3.557, 0.991)
C (2.410, 2.354, 1.001)
C (1.871, 1.275, 0.327)
C (0.675, 1.371, -0.346)
H (0.292, 0.494, -0.845)
S (2.717, -0.300, 0.347)
O (1.895, -1.256, -0.350)
O (3.115, -0.606, 1.690)
N (4.097, 0.097, -0.521)
C (5.332, -0.549, -0.104)
H (6.135, 0.196, -0.122)
H (5.208, -0.924, 0.910)
C (5.571, -1.634, -1.151)
H (4.923, -2.487, -0.949)
H (6.606, -1.967, -1.184)
C (5.131, -0.925, -2.432)
H (4.832, -1.617, -3.215)
H (5.942, -0.299, -2.807)
C (3.959, -0.047, -1.967)
H (3.973, 0.942, -2.433)
H (2.997, -0.522, -2.174)
H (3.343, 2.233, 1.525)
H (2.123, 4.412, 1.511)
H (-0.043, 4.601, 0.349)
H (-1.516, 1.721, -1.411)
H (-3.712, -3.747, -2.518)
H (-4.986, -2.547, -2.140)
H (-4.827, -4.048, -1.181)

These are the natural (NBO) partial charges, in e, on atoms 1 to 8: number 1, C, carries -0.4089; number 2, N, carries -0.2170; number 3, N, carries -0.1478; number 4, C, carries 0.0213; number 5, C, carries 0.0040; number 6, C, carries -0.2167; number 7, C, carries -0.1865; number 8, C, carries -0.1676

2.
This record from OMol25 describes 2 unconnected molecules or ions with the total composition C22H22NO2 in a non-equilibrium geometry. The level of theory is ωB97M-V/def2-TZVPD.

As for the multiplicity: 1. The total energy comes out at -1056.512356 Ha. As for the net charge: +1. The calculation puts the LUMO energy at -5.09 eV. The value obtained for the gap between HOMO and LUMO is 6.44 eV.

Atoms and positions in Å:
C (5.929, -0.554, -2.009)
O (5.274, 0.457, -1.197)
C (3.958, 0.246, -0.922)
C (3.264, 1.251, -0.202)
C (1.906, 1.139, -0.008)
C (1.179, 0.034, -0.519)
C (-0.257, -0.016, -0.442)
C (-1.040, -1.231, -0.584)
C (-2.390, -0.860, -0.906)
C (-3.355, -1.833, -1.135)
C (-2.995, -3.182, -1.004)
C (-1.681, -3.547, -0.661)
C (-0.696, -2.576, -0.446)
C (-2.446, 0.594, -0.997)
C (-1.124, 1.108, -0.745)
C (-0.855, 2.458, -0.955)
C (-1.904, 3.299, -1.346)
C (-3.204, 2.802, -1.537)
C (-3.479, 1.439, -1.372)
C (1.899, -0.993, -1.177)
C (3.267, -0.911, -1.357)
H (6.955, -0.203, -2.109)
H (5.905, -1.535, -1.506)
H (5.448, -0.634, -2.997)
H (3.825, 2.114, 0.153)
H (1.379, 1.906, 0.555)
H (-4.362, -1.524, -1.413)
H (-3.741, -3.961, -1.161)
H (-1.416, -4.602, -0.568)
H (0.319, -2.854, -0.165)
H (0.159, 2.832, -0.836)
H (-1.697, 4.356, -1.514)
H (-4.000, 3.487, -1.827)
H (-4.473, 1.024, -1.535)
H (1.375, -1.848, -1.597)
H (3.794, -1.720, -1.872)
O (-0.251, 1.405, 4.371)
C (-1.290, 0.433, 4.315)
C (-1.583, 0.190, 2.844)
N (-0.379, 0.037, 2.034)
H (-0.073, 1.617, 5.300)
H (-0.944, -0.512, 4.754)
H (-2.188, 0.814, 4.816)
H (-2.201, -0.702, 2.705)
H (-2.124, 1.046, 2.424)
H (0.370, 0.641, 2.364)
H (-0.058, -0.928, 1.985)

These are the natural (NBO) partial charges, in e, on atoms 1 to 8: number 1, C, carries -0.2640; number 2, O, carries -0.4636; number 3, C, carries 0.3937; number 4, C, carries -0.2614; number 5, C, carries -0.1435; number 6, C, carries -0.1287; number 7, C, carries 0.3376; number 8, C, carries -0.1881

3.
This record from OMol25 describes a molecular structure, C22H23AsClNO5SSr in a non-equilibrium geometry. The level of theory is ωB97M-V/def2-TZVPD.

As for the multiplicity: 1. The total energy comes out at -4408.079159 Ha. The calculation puts the LUMO energy at -0.14 eV. The value obtained for the gap between HOMO and LUMO is 7.76 eV.

Atoms and positions in Å:
Sr (-0.457, 0.906, -0.111)
O (1.666, 0.265, 0.608)
C (0.885, -0.501, 1.175)
O (0.039, -1.199, 0.568)
C (0.684, -0.299, 2.650)
C (1.629, -0.456, 3.681)
C (1.253, -0.137, 4.960)
C (-0.050, 0.347, 5.208)
C (-0.564, 0.631, 6.490)
C (-1.849, 1.078, 6.639)
C (-2.663, 1.316, 5.517)
C (-2.203, 1.046, 4.260)
C (-0.903, 0.527, 4.085)
N (-0.519, 0.188, 2.841)
H (2.618, -0.824, 3.452)
H (1.940, -0.257, 5.786)
H (0.069, 0.475, 7.352)
H (-2.246, 1.256, 7.627)
H (-3.656, 1.718, 5.661)
H (-2.796, 1.226, 3.374)
C (-1.906, -2.515, 2.487)
As (-2.587, -1.849, 0.793)
C (-1.915, -2.912, -0.690)
C (-4.395, -2.603, 0.898)
S (-3.033, 0.168, 0.449)
H (-2.188, -3.566, 2.574)
H (-2.370, -1.938, 3.290)
H (-0.827, -2.409, 2.536)
H (-2.240, -3.943, -0.542)
H (-0.832, -2.863, -0.749)
H (-2.355, -2.519, -1.611)
H (-4.360, -3.687, 1.022)
H (-4.930, -2.363, -0.024)
H (-4.944, -2.165, 1.735)
C (-2.344, 5.716, -4.095)
C (-0.897, 5.342, -4.036)
C (-0.133, 5.202, -5.179)
C (1.192, 4.801, -5.090)
Cl (2.146, 4.670, -6.528)
C (1.761, 4.510, -3.866)
C (1.007, 4.664, -2.714)
C (-0.311, 5.094, -2.783)
O (-1.116, 5.343, -1.711)
C (-0.716, 4.914, -0.445)
C (-0.598, 3.385, -0.317)
O (-0.802, 2.685, -1.322)
O (-0.301, 2.935, 0.800)
H (-2.666, 5.881, -5.120)
H (-2.529, 6.611, -3.504)
H (-2.936, 4.912, -3.659)
H (-0.570, 5.401, -6.146)
H (2.781, 4.166, -3.803)
H (1.456, 4.418, -1.766)
H (-1.488, 5.257, 0.248)
H (0.245, 5.348, -0.139)

These are the natural (NBO) partial charges, in e, on atoms 1 to 8: number 1, Sr, carries 1.7999; number 2, O, carries -0.7129; number 3, C, carries 0.6904; number 4, O, carries -0.8182; number 5, C, carries 0.1207; number 6, C, carries -0.2420; number 7, C, carries -0.1151; number 8, C, carries -0.1298

4.
This record from OMol25 describes a molecular structure, C22H23AsO8S3Zr. The level of theory is ωB97M-V/def2-TZVPD.

As for the multiplicity: 1. The total energy comes out at -4931.062602 Ha. As for the net charge: +2. The calculation puts the LUMO energy at -5.63 eV. The value obtained for the gap between HOMO and LUMO is 9.39 eV.

Atoms and positions in Å:
Zr (0.904, 0.145, 0.188)
O (0.355, 0.408, 2.110)
S (0.083, 1.360, 3.327)
C (-1.603, 1.924, 3.032)
C (-1.924, 2.279, 1.574)
C (-2.838, 1.244, 0.907)
C (-3.013, 1.536, -0.587)
S (-2.148, 0.377, -1.675)
O (-0.847, 0.075, -0.905)
C (-3.122, -1.086, -1.471)
C (-2.784, -2.064, -0.547)
C (-3.600, -3.181, -0.446)
C (-4.724, -3.301, -1.253)
C (-5.039, -2.317, -2.181)
C (-4.228, -1.200, -2.306)
C (1.094, 2.768, 2.983)
C (2.461, 2.511, 3.081)
C (3.355, 3.537, 2.828)
C (2.882, 4.806, 2.512)
C (1.517, 5.054, 2.444)
C (0.609, 4.032, 2.676)
H (-1.741, 2.744, 3.739)
H (-2.212, 1.095, 3.397)
H (-1.000, 2.370, 0.995)
H (-2.401, 3.259, 1.535)
H (-3.817, 1.243, 1.388)
H (-2.433, 0.239, 1.055)
H (-2.626, 2.519, -0.864)
H (-4.049, 1.481, -0.924)
H (-1.892, -1.974, 0.056)
H (-3.353, -3.961, 0.261)
H (-5.354, -4.177, -1.167)
H (-5.905, -2.425, -2.818)
H (-4.450, -0.441, -3.048)
H (2.827, 1.528, 3.355)
H (4.418, 3.353, 2.900)
H (3.583, 5.610, 2.335)
H (1.156, 6.047, 2.215)
H (-0.450, 4.243, 2.625)
O (1.215, 1.933, -0.377)
As (3.910, -1.682, -0.017)
O (5.337, -1.611, 0.680)
O (2.819, -0.383, 0.254)
C (3.524, -2.317, -1.775)
C (4.270, -2.145, -2.925)
C (3.810, -2.737, -4.099)
C (2.640, -3.484, -4.115)
C (1.890, -3.664, -2.956)
C (2.350, -3.066, -1.800)
S (1.557, -3.231, -0.240)
O (0.915, -4.473, -0.056)
O (2.755, -3.001, 0.694)
O (0.667, -2.045, -0.067)
H (1.749, 2.690, -0.626)
H (5.199, -1.590, -2.911)
H (4.386, -2.627, -5.008)
H (2.317, -3.953, -5.034)
H (0.997, -4.275, -2.948)

These are the natural (NBO) partial charges, in e, on atoms 1 to 8: number 1, Zr, carries 2.4727; number 2, O, carries -1.0175; number 3, S, carries 1.3154; number 4, C, carries -0.5921; number 5, C, carries -0.4278; number 6, C, carries -0.4237; number 7, C, carries -0.5815; number 8, S, carries 1.3242